Below is a structure of composition C13H17NSSn at a distorted geometry, with properties calculated with ωB97M-V/def2-TZVPD.

```
! wB97M-V def2-TZVPD RIJCOSX def2/J DEFGRID3
* xyz 0 1
N -1.650 2.448 -1.200
H 0.682 -1.347 -2.972
H -1.181 3.952 -2.719
C 1.644 -0.551 0.678
C 0.136 -2.543 1.116
H -0.171 5.500 -1.027
C -1.537 2.078 0.115
C 0.283 -3.313 -0.167
H 2.988 -2.344 0.347
C 2.122 -1.640 -1.568
H -0.327 -3.194 -2.182
H -1.032 2.537 2.046
C -0.468 4.162 0.630
H -0.370 -4.171 -0.102
C -1.144 3.637 -1.635
C 0.809 -1.518 -1.896
H -1.222 -2.142 -1.195
H 1.269 -3.728 -0.309
C 2.673 -1.406 -0.169
H 3.647 -0.863 -0.251
H -0.975 -0.030 -2.098
S -2.111 0.493 0.494
C 0.703 -1.380 1.486
H 1.086 0.196 0.022
H 2.846 -1.870 -2.363
C -0.553 4.515 -0.719
Sn -2.402 0.450 -1.986
H 2.254 0.097 1.374
H 0.476 -1.074 2.538
C -0.209 -2.496 -1.355
H -0.016 4.799 1.422
H -0.706 -2.923 1.740
C -0.974 2.960 1.056
*
```

Values from the calculation:
M = 338.06 g mol⁻¹
frontier orbital gap = 7.98 eV

***

Below is the molecule C3H4O3, with properties calculated with ωB97M-V/def2-TZVPD.

```
! wB97M-V def2-TZVPD RIJCOSX def2/J DEFGRID3
* xyz 0 1
H -0.936 1.853 0.237
C -0.857 0.763 0.126
C 0.329 0.084 -0.574
H 1.075 -1.477 0.972
O 1.175 0.454 1.565
H 1.071 0.719 -1.072
O -1.662 0.007 0.622
H -1.005 -1.142 -1.169
O -0.146 -0.844 -1.505
C 0.949 -0.404 0.742
*
```

Values from the calculation:
M = 88.06 g mol⁻¹
SMILES string = O=CC(O)C=O
frontier orbital gap = 10.54 eV

***

> Among the records above, which one has the lowest M?

C3H4O3